{"formula": "C29H22FeN5O2", "method": "ωB97M-V/def2-TZVPD", "elements": ["Fe", "C", "O", "C", "C", "C", "C", "C", "C", "N", "N", "C", "C", "O", "C", "C", "C", "C", "C", "C", "C", "C", "H", "H", "H", "H", "H", "H", "H", "H", "H", "H", "H", "H", "H", "N", "C", "C", "C", "C", "C", "C", "N", "C", "C", "C", "C", "N", "C", "C", "H", "H", "H", "H", "H", "H", "H", "H", "H"], "xyz": [[-0.385, -2.531, -1.641], [-3.165, -1.308, -2.339], [-2.360, -2.060, -1.416], [-2.803, -2.153, -0.107], [-4.066, -1.772, 0.309], [-4.392, -1.920, 1.650], [-3.467, -2.441, 2.547], [-2.207, -2.814, 2.110], [-1.872, -2.663, 0.773], [-0.600, -2.956, 0.197], [0.319, -3.137, 1.058], [1.608, -3.304, 0.730], [2.080, -3.306, -0.601], [1.268, -3.313, -1.601], [3.485, -3.321, -0.848], [4.352, -3.362, 0.189], [3.922, -3.422, 1.555], [4.857, -3.502, 2.603], [4.436, -3.602, 3.904], [3.062, -3.628, 4.185], [2.134, -3.533, 3.176], [2.547, -3.419, 1.839], [-3.332, -0.301, -1.957], [-2.605, -1.261, -3.269], [-4.112, -1.815, -2.510], [-4.793, -1.375, -0.383], [-5.379, -1.633, 1.988], [-3.728, -2.557, 3.589], [-1.474, -3.221, 2.791], [3.818, -3.306, -1.877], [5.418, -3.363, -0.009], [5.914, -3.488, 2.365], [5.156, -3.668, 4.708], [2.728, -3.730, 5.209], [1.078, -3.554, 3.403], [-0.445, 4.417, -0.290], [-0.517, 5.719, -0.747], [-0.621, 6.942, -0.085], [-0.648, 8.065, -0.881], [-0.570, 7.982, -2.287], [-0.466, 6.771, -2.930], [-0.438, 5.619, -2.138], [-0.316, 4.292, -2.516], [-0.326, 3.622, -1.399], [-0.187, 2.163, -1.346], [0.071, 1.469, -2.528], [0.223, 0.105, -2.476], [0.112, -0.612, -1.340], [-0.133, 0.055, -0.208], [-0.279, 1.429, -0.170], [-0.465, 4.126, 0.670], [-0.673, 7.012, 0.993], [-0.727, 9.039, -0.417], [-0.588, 8.896, -2.866], [-0.400, 6.699, -4.007], [0.154, 2.013, -3.458], [0.471, -0.451, -3.375], [-0.199, -0.530, 0.698], [-0.476, 1.898, 0.785]], "lowdin_charge": [0.7306, -0.0159, -0.1906, -0.2136, -0.0015, -0.0561, -0.0600, 0.0034, -0.1807, -0.0286, 0.1281, -0.1308, -0.2942, -0.0907, 0.0137, 0.0151, -0.1666, -0.0240, -0.0670, -0.0606, -0.0226, -0.0972, 0.1107, 0.0976, 0.1072, 0.1145, 0.1146, 0.1131, 0.1084, 0.1237, 0.1259, 0.1179, 0.1091, 0.1093, 0.0989, 0.1709, -0.1851, -0.0156, -0.0765, -0.0772, -0.0069, -0.2176, 0.1876, -0.2888, -0.1071, 0.0225, -0.0852, 0.0037, -0.0744, 0.0253, 0.1536, 0.1116, 0.1071, 0.1058, 0.1156, 0.1239, 0.1290, 0.1192, 0.1174], "mol_weight_g_mol": 528.373, "e_homo_ha": [-0.3850, -0.3882], "gap_ev": [6.85, 6.94], "lumo_ev": [-3.624, -3.618], "charge": 1}


{"formula": "C29H23N2O4S4Tl", "method": "ωB97M-V/def2-TZVPD", "elements": ["Tl", "C", "C", "N", "N", "C", "S", "S", "C", "C", "C", "C", "C", "C", "C", "C", "C", "C", "C", "C", "C", "O", "H", "H", "H", "H", "H", "H", "H", "H", "H", "H", "H", "H", "H", "H", "S", "C", "C", "C", "C", "C", "C", "S", "H", "H", "H", "H", "O", "C", "C", "C", "C", "C", "C", "C", "O", "O", "H", "H", "H", "H", "H"], "xyz": [[0.305, -0.423, -0.053], [-2.870, 0.682, 3.302], [-2.353, 0.046, 2.030], [-1.118, -0.337, 1.961], [-0.457, -0.266, 3.182], [0.811, -0.081, 3.168], [1.917, 0.168, 1.876], [1.519, -0.052, 4.827], [1.922, 1.726, 4.873], [0.708, 2.605, 4.773], [0.348, 3.158, 3.548], [-0.794, 3.941, 3.439], [-1.582, 4.183, 4.554], [-1.232, 3.630, 5.781], [-0.097, 2.841, 5.886], [-3.303, -0.110, 0.919], [-4.674, 0.008, 1.223], [-5.678, -0.120, 0.291], [-5.320, -0.355, -1.043], [-4.003, -0.481, -1.388], [-2.942, -0.406, -0.433], [-1.758, -0.609, -0.881], [-2.054, 1.103, 3.878], [-3.372, -0.061, 3.928], [-3.582, 1.469, 3.061], [2.618, 1.938, 4.062], [2.442, 1.875, 5.822], [0.933, 2.978, 2.654], [-1.047, 4.338, 2.465], [-2.477, 4.788, 4.468], [-1.849, 3.806, 6.654], [0.164, 2.388, 6.837], [-4.963, 0.189, 2.248], [-6.716, -0.032, 0.587], [-6.086, -0.436, -1.808], [-3.696, -0.657, -2.411], [1.606, -0.135, -2.172], [1.784, -1.824, -2.654], [2.335, -2.017, -3.928], [2.564, -3.274, -4.458], [2.228, -4.394, -3.708], [1.672, -4.225, -2.454], [1.438, -2.963, -1.889], [0.743, -2.949, -0.274], [2.585, -1.136, -4.507], [2.996, -3.374, -5.448], [2.390, -5.393, -4.097], [1.401, -5.093, -1.865], [-1.402, 2.025, -2.486], [-0.305, 2.743, -2.778], [-0.040, 3.016, -4.121], [1.080, 3.745, -4.475], [1.947, 4.228, -3.500], [1.662, 3.980, -2.167], [0.550, 3.240, -1.785], [0.265, 3.020, -0.313], [0.685, 3.860, 0.487], [-0.413, 1.972, -0.011], [-1.322, 1.753, -1.541], [-0.715, 2.616, -4.866], [1.285, 3.930, -5.524], [2.831, 4.788, -3.778], [2.298, 4.361, -1.377]], "lowdin_charge": [0.3867, -0.0308, -0.2315, -0.0044, -0.0737, -1.0946, 0.5863, 0.8229, -0.4589, -0.3002, -0.0337, -0.0662, -0.1130, -0.1154, -0.0722, -0.0920, -0.0775, -0.1374, -0.1226, -0.0199, -0.3520, -0.1718, 0.0553, 0.0899, 0.0762, 0.0574, 0.0659, 0.0874, 0.1020, 0.0895, 0.0868, 0.1030, 0.0873, 0.0772, 0.0877, 0.1119, 0.6319, -0.6677, -0.1669, -0.1413, -0.1425, -0.1691, -0.6950, 0.5498, 0.0826, 0.0804, 0.0802, 0.0792, 0.0473, -0.3024, -0.0307, -0.1172, -0.1191, -0.0377, -0.0896, -0.5962, 0.0094, -0.1421, 0.0654, 0.1078, 0.0863, 0.0813, 0.1104], "mol_weight_g_mol": 796.164, "e_homo_ha": -0.0713, "gap_ev": 6.22, "lumo_ev": 4.277, "de_lowest_kcal_mol": 4.81, "charge": -2}